[1]
Here is an isolated molecule of C5H14N2O at a distorted geometry from the OMol25 dataset. Energies are from ωB97M-V/def2-TZVPD.

Cartesian coordinates (Å):
C: 2.734 2.368 0.990
N: 1.580 1.574 1.361
C: 0.472 1.775 0.470
C: -0.698 0.840 0.711
N: -0.340 -0.550 0.422
C: -1.343 -1.418 -0.204
C: -0.828 -1.930 -1.517
O: -1.813 -2.750 -2.220
H: 3.534 2.165 1.687
H: 3.087 2.196 -0.039
H: 2.514 3.439 1.058
H: 1.814 0.593 1.433
H: 0.725 1.675 -0.599
H: 0.070 2.774 0.617
H: -1.488 1.090 0.009
H: -1.083 0.981 1.731
H: 0.170 -1.026 1.147
H: -2.328 -0.945 -0.246
H: -1.560 -2.237 0.487
H: -0.626 -1.193 -2.273
H: 0.052 -2.542 -1.347
H: -2.425 -3.169 -1.582

The calculation puts the energy above the lowest of the compared OMol25 structures with the same formula, charge and spin at 2.364 eV. The calculation puts the HOMO energy at -8.8 eV. Its SMILES is CNCCNCCO. Its total energy is -10438.664 eV. The calculation puts the frontier orbital gap at 0.3575 Ha. The value obtained for the largest force on an atom is 0.043 hartree/bohr.

natural (NBO) population analysis, charges in e, atoms 1 to 5:
1 C -0.41
2 N -0.62
3 C -0.22
4 C -0.21
5 N -0.66

=====

[2]
Here is a 2-piece molecular cluster, C5H14N2O overall at a distorted geometry from the OMol25 dataset. Energies are from ωB97M-V/def2-TZVPD.

Cartesian coordinates (Å):
C: 1.758 0.359 0.875
C: 1.001 -0.912 0.495
C: 1.704 -1.673 -0.625
C: -0.694 -0.816 0.267
N: -1.322 -0.342 1.397
O: -1.241 -1.622 -0.468
H: 1.250 0.912 1.673
H: 1.837 1.034 0.015
H: 2.781 0.138 1.202
H: 1.031 -1.566 1.377
H: 2.730 -1.943 -0.348
H: 1.729 -1.081 -1.547
H: 1.203 -2.626 -0.825
H: -0.801 0.060 2.163
H: -2.271 -0.662 1.539
C: -1.873 1.969 -0.826
N: -0.975 0.968 -1.381
H: -2.237 2.647 -1.601
H: -1.375 2.532 -0.034
H: -2.750 1.485 -0.390
H: -1.464 0.323 -2.003
H: -0.020 0.816 -0.956

The calculation puts the energy above the lowest of the compared OMol25 structures with the same formula, charge and spin at 2.126 eV. The calculation puts the HOMO energy at -8.4 eV. Its SMILES is CC(C)C(N)=O.CN. Its total energy is -10438.902 eV. The calculation puts the frontier orbital gap at 0.3378 Ha. The value obtained for the largest force on an atom is 0.077 hartree/bohr.

natural (NBO) population analysis, charges in e, atoms 1 to 5:
1 C -0.62
2 C -0.29
3 C -0.62
4 C 0.71
5 N -0.86

=====

[3]
Here is an isolated molecule of C5H14N2O at a distorted geometry from the OMol25 dataset. Energies are from ωB97M-V/def2-TZVPD.

Cartesian coordinates (Å):
C: -1.598 1.242 -0.642
N: -1.418 0.032 0.134
C: -0.597 -1.093 -0.370
C: -0.958 -2.301 0.421
C: 0.945 -0.788 -0.313
N: 1.419 0.562 -0.598
C: 1.820 1.562 0.368
O: 1.159 1.524 1.584
H: -2.677 1.412 -0.813
H: -1.274 1.291 -1.687
H: -1.137 2.169 -0.254
H: -0.939 0.370 0.983
H: -0.811 -1.254 -1.455
H: -2.047 -2.441 0.406
H: -0.848 -2.125 1.484
H: -0.508 -3.268 0.163
H: 1.529 -1.413 -1.061
H: 1.489 -1.217 0.552
H: 0.941 1.071 -1.335
H: 1.595 2.582 -0.040
H: 2.902 1.476 0.570
H: 1.013 0.607 1.904

The calculation puts the energy above the lowest of the compared OMol25 structures with the same formula, charge and spin at 2.945 eV. The calculation puts the HOMO energy at -8.5 eV. Its SMILES is CN[C@H](C)CNCO. Its total energy is -10438.083 eV. The calculation puts the frontier orbital gap at 0.3458 Ha. The value obtained for the largest force on an atom is 0.045 hartree/bohr.

natural (NBO) population analysis, charges in e, atoms 1 to 5:
1 C -0.43
2 N -0.64
3 C -0.07
4 C -0.62
5 C -0.26

=====

[4]
Here is a 2-piece molecular cluster, C5H14N2O overall at a distorted geometry from the OMol25 dataset. Energies are from ωB97M-V/def2-TZVPD.

Cartesian coordinates (Å):
C: -1.008 -0.020 1.449
C: -2.045 0.220 0.592
N: -2.297 1.455 0.051
O: -2.993 -0.742 0.330
H: -0.954 -0.972 1.963
H: -0.445 0.812 1.867
H: -1.510 1.828 -0.471
H: -3.110 1.416 -0.565
H: -3.117 -1.278 1.130
C: 2.003 -0.984 0.481
N: 0.952 -0.168 -0.130
C: 1.460 1.175 -0.424
C: 0.455 -0.818 -1.452
H: 1.624 -1.988 0.700
H: 2.881 -1.076 -0.165
H: 2.332 -0.547 1.430
H: 2.340 1.150 -1.074
H: 0.676 1.772 -0.900
H: 1.734 1.692 0.502
H: 0.043 -1.810 -1.252
H: 1.307 -0.893 -2.135
H: -0.327 -0.224 -1.928

The calculation puts the energy above the lowest of the compared OMol25 structures with the same formula, charge and spin at 3.151 eV. The calculation puts the HOMO energy at -6.9 eV. Its SMILES is C=C(N)O.CN(C)C. Its total energy is -10437.877 eV. The calculation puts the frontier orbital gap at 0.2839 Ha. The value obtained for the largest force on an atom is 0.077 hartree/bohr.

natural (NBO) population analysis, charges in e, atoms 1 to 5:
1 C -0.54
2 C 0.43
3 N -0.83
4 O -0.71
5 H 0.19

=====

[5]
Here is an isolated molecule of C5H14N2O at a distorted geometry from the OMol25 dataset. Energies are from ωB97M-V/def2-TZVPD.

Cartesian coordinates (Å):
C: 1.332 -1.531 -0.064
C: 1.283 -0.321 0.847
C: -0.070 0.533 0.873
C: -1.203 -0.281 1.502
C: -0.424 1.271 -0.422
N: 0.595 1.517 -1.396
N: -1.582 0.647 -1.206
O: -1.116 -0.607 -1.780
H: 2.235 -2.115 0.145
H: 0.474 -2.192 0.083
H: 1.370 -1.249 -1.118
H: 1.448 -0.659 1.878
H: 2.133 0.336 0.627
H: 0.160 1.325 1.600
H: -1.440 -1.181 0.929
H: -2.108 0.327 1.602
H: -0.920 -0.615 2.505
H: -0.805 2.251 -0.112
H: 0.720 0.657 -1.930
H: 1.449 1.853 -0.964
H: -1.677 1.243 -2.033
H: -1.855 -1.207 -1.566

The calculation puts the energy above the lowest of the compared OMol25 structures with the same formula, charge and spin at 2.993 eV. The calculation puts the HOMO energy at -9.2 eV. Its SMILES is CC[C@H](C)[C@@H](N)NO. Its total energy is -10438.035 eV. The calculation puts the frontier orbital gap at 0.3727 Ha. The value obtained for the largest force on an atom is 0.042 hartree/bohr.

natural (NBO) population analysis, charges in e, atoms 1 to 5:
1 C -0.61
2 C -0.39
3 C -0.24
4 C -0.60
5 C 0.09

=====

[6]
Here is an isolated molecule of C5H14N2O at a distorted geometry from the OMol25 dataset. Energies are from ωB97M-V/def2-TZVPD.

Cartesian coordinates (Å):
C: -0.543 0.469 2.192
C: -1.012 -0.730 1.418
O: -0.575 -1.953 1.968
C: -0.416 -0.670 -0.119
C: 1.031 -1.165 -0.104
N: -0.433 0.757 -0.548
C: -0.307 0.877 -1.988
N: 0.573 1.989 -2.313
H: -1.102 1.360 1.933
H: -0.570 0.261 3.267
H: 0.527 0.642 2.039
H: -2.090 -0.842 1.334
H: 0.357 -1.912 2.130
H: -1.018 -1.263 -0.799
H: 1.647 -0.580 0.580
H: 1.609 -1.316 -1.020
H: 1.019 -2.242 0.152
H: 0.311 1.265 -0.089
H: 0.057 -0.061 -2.442
H: -1.270 1.081 -2.475
H: 0.747 2.183 -3.285
H: 1.458 1.847 -1.834

The calculation puts the energy above the lowest of the compared OMol25 structures with the same formula, charge and spin at 2.248 eV. The calculation puts the HOMO energy at -8.6 eV. Its SMILES is C[C@H](O)[C@H](C)NCN. Its total energy is -10438.780 eV. The calculation puts the frontier orbital gap at 0.3479 Ha. The value obtained for the largest force on an atom is 0.058 hartree/bohr.

natural (NBO) population analysis, charges in e, atoms 1 to 5:
1 C -0.66
2 C 0.11
3 O -0.72
4 C -0.06
5 C -0.68

=====

Question: Look up the total energy of the fourth one.
Answer: -10437.877 eV

=====

Question: Among the records above, which one has the highest frontier orbital gap?
Answer: number 5